[1]
Here is C30H45NO3P2SV as an isolated structure from the OMol25 dataset. Energies are from wB97M-V/def2-TZVPD.

Positions of all 83 atoms, in Å:
1 V 1.6271 -0.6832 -1.5815
2 S 1.8502 2.5901 -0.5564
3 P 1.0139 0.2854 -3.4711
4 P 3.0006 -1.6687 -2.9582
5 O 4.5353 -0.0053 -0.3655
6 O 0.4980 2.5154 -0.0338
7 O 2.0654 3.3542 -1.7592
8 N 2.5263 1.0620 -0.7174
9 C 2.3079 -2.8576 -4.2292
10 C 4.6368 2.9828 2.9769
11 C 3.7670 0.9314 -0.1035
12 C 3.9337 2.0052 0.8960
13 C -3.4104 3.8944 -1.5155
14 C -0.9619 -2.5272 -1.9781
15 C 1.8352 -1.8293 0.4710
16 C 1.8155 -3.9321 -1.0518
17 C -0.1766 -0.8653 -0.1449
18 C -2.9479 1.8010 -4.0338
19 C 0.8797 -0.8332 0.8169
20 C -0.0722 -0.6541 -4.6554
21 C -4.2027 2.5485 -4.3374
22 C 2.7985 -0.1493 -3.9705
23 C -5.1088 2.8840 -3.1311
24 C -1.5756 3.8096 -3.3845
25 C -2.5597 4.6369 -2.5218
26 C 2.7441 3.9303 1.7688
27 C -1.8543 2.3538 -3.5009
28 C 3.6085 3.9288 2.8711
29 C 0.0446 -1.9893 -1.0203
30 C 2.9458 2.9734 0.7775
31 C 0.9002 0.0066 2.0391
32 C 4.8026 2.0098 1.9958
33 C 4.7983 -1.7960 -2.9736
34 C 1.3098 -2.5906 -0.6400
35 C -4.4699 3.1408 -1.7858
36 C -1.3824 -0.0022 -0.1553
37 C 1.0016 1.7129 -4.5955
38 C 3.0389 -2.2276 1.2438
39 H -2.9605 0.7401 -4.3013
40 H -1.3355 -1.7314 -2.6280
41 H 1.6935 2.4844 -4.2476
42 H 5.1481 -2.3315 -2.0837
43 H 1.9262 0.1368 2.4061
44 H 2.7818 -3.9245 -1.5810
45 H -3.1881 5.2174 -3.2061
46 H 2.9844 -1.8340 2.2641
47 H -0.5769 3.9077 -2.9303
48 H -1.9304 5.3242 -1.9356
49 H -0.1754 -1.7207 -4.4359
50 H -0.5592 -3.3498 -2.5816
51 H 1.2445 -3.1042 -4.0708
52 H 1.0845 -4.4282 -1.6948
53 H 3.1168 -3.3211 1.2731
54 H 5.2967 2.9933 3.8472
55 H 5.5732 1.2475 2.0550
56 H -3.1178 4.0676 -0.4603
57 H 3.4787 4.6652 3.6610
58 H 0.2999 -0.4323 2.8537
59 H -1.1050 1.0085 0.1585
60 H -2.1811 -0.3602 0.5136
61 H -5.7542 2.0081 -2.9799
62 H 5.2249 -0.7836 -2.9209
63 H 2.8572 -0.3367 -5.0639
64 H 1.2982 1.3489 -5.5918
65 H -1.8416 -2.9271 -1.4543
66 H -1.8008 0.0544 -1.1659
67 H 0.3181 -0.5332 -5.6786
68 H 1.9237 4.6354 1.6786
69 H -4.7982 1.8865 -4.9900
70 H 5.1529 -2.3138 -3.8781
71 H 2.3780 -2.4370 -5.2447
72 H -0.0009 2.1310 -4.6954
73 H 3.4909 0.6607 -3.6731
74 H 2.8545 -3.8112 -4.2201
75 H -5.0061 2.6761 -0.9461
76 H -1.0547 1.7033 -3.1009
77 H -1.4610 4.2851 -4.3795
78 H 3.9698 -1.8281 0.8084
79 H -5.7773 3.7251 -3.3861
80 H 0.4854 0.9972 1.8207
81 H -3.9846 3.4610 -4.9065
82 H -1.0695 -0.1809 -4.6182
83 H 1.9531 -4.5381 -0.1467

Computed properties:
- 2S+1 = 2
- DFT total energy (eV) = -94555.6895
- maximum force (Eh/bohr) = 0.15062
- charge = +2
- LUMO energy (spin up / spin down) (eV) = -8.50 / -7.86

=====

[2]
Here is C30H45OZr as an isolated structure from the OMol25 dataset. Energies are from wB97M-V/def2-TZVPD.

Positions of all 77 atoms, in Å:
1 Zr 1.0572 -0.1566 0.7715
2 O -4.5477 5.2641 -0.9006
3 C 0.0056 -2.7651 1.8361
4 C 0.4398 0.2902 -2.8080
5 C -0.0424 -0.6964 2.8653
6 C -3.4102 3.7442 -2.2878
7 C 4.2988 -1.5663 0.0042
8 C 1.1667 -0.5483 -1.8135
9 C 2.1238 -0.9504 4.2922
10 C 2.4519 1.2979 1.6856
11 C -2.1865 -1.3765 1.5661
12 C 0.9320 -1.9431 -1.5977
13 C 1.2212 -2.6124 2.5439
14 C -0.1694 -2.7209 -2.2115
15 C -3.1227 1.3290 -3.6524
16 C -3.4953 4.9962 -1.6204
17 C 2.4474 -0.2264 -1.2333
18 C 2.3723 -3.9198 -0.7747
19 C -4.3840 2.7180 -2.1193
20 C 2.2697 -3.6474 2.7485
21 C 2.9341 -1.4032 -0.5712
22 C 3.2099 1.0311 -1.4983
23 C -0.3963 1.3908 0.2500
24 C 2.0328 -2.4795 -0.8755
25 C 1.1989 -1.3453 3.1918
26 C -0.7506 -1.5470 1.9375
27 C -4.7110 6.6019 -0.3770
28 C -0.5187 -4.0250 1.2724
29 C -2.3597 3.5854 -3.2178
30 C -4.2133 1.5187 -2.7876
31 C -0.5771 0.5155 3.5579
32 C -2.2088 2.3748 -3.8827
33 H -0.8818 -3.8468 0.2552
34 H 4.3031 -2.3510 0.7715
35 H 0.1645 -3.2342 -3.1257
36 H 0.7582 1.3416 -2.7456
37 H 1.9829 0.0997 4.5735
38 H -0.0712 2.2922 0.8008
39 H -2.8197 -1.2164 2.4522
40 H 2.7443 1.9115 -1.0348
41 H 3.0203 -4.1477 0.0855
42 H -1.5794 0.7730 3.1927
43 H -2.3504 -0.5202 0.9034
44 H -1.0160 -2.0698 -2.4725
45 H -2.9888 0.3717 -4.1574
46 H -1.4417 1.2220 0.5366
47 H 3.1752 -1.0994 3.9898
48 H -4.9258 0.7068 -2.6296
49 H -1.3745 2.2305 -4.5659
50 H -1.3671 -4.4041 1.8626
51 H 2.0885 -4.5452 2.1493
52 H -1.6921 4.4333 -3.3731
53 H 0.6220 -0.0589 -3.8411
54 H 4.6548 -0.6444 0.4826
55 H -5.2359 2.9094 -1.4650
56 H -0.6429 0.2424 -2.6349
57 H 4.2365 0.9594 -1.1187
58 H -2.7655 5.7975 -1.7971
59 H 3.2589 -3.2491 2.4748
60 H -2.5638 -2.2593 1.0426
61 H -0.4190 1.6739 -0.8128
62 H 5.0469 -1.8485 -0.7527
63 H 0.2358 -4.8167 1.2401
64 H 2.3145 2.3258 1.3251
65 H 1.9506 -1.5718 5.1907
66 H 0.0746 1.3910 3.4102
67 H 2.9124 -4.2507 -1.6811
68 H -3.8462 6.8669 0.2464
69 H -0.5301 -3.4796 -1.5046
70 H 2.3230 -3.9536 3.8055
71 H 1.4778 -4.5507 -0.6975
72 H 3.5050 1.0308 1.4419
73 H -5.6252 6.5532 0.2163
74 H 3.2643 1.2380 -2.5771
75 H -4.8185 7.3318 -1.1927
76 H -0.6449 0.3432 4.6449
77 H 2.4179 1.3447 2.7919

Computed properties:
- energy above the lowest of the compared OMol25 structures with the same formula, charge and spin (eV) = 0.0000
- 2S+1 = 1
- DFT total energy (eV) = -35160.1881
- maximum force (Eh/bohr) = 0.06494
- charge = +1
- LUMO energy (eV) = -5.52

=====

Question: Which formula does entry 2 have?
Answer: C30H45OZr

=====

Question: What is the maximum force in the second record?
Answer: 0.06494 Eh/bohr

=====

Question: charge of number 1 (C30H45NO3P2SV)?
Answer: +2